Formula: C3H4BiLiO3
Source: the Open Molecules 2025 dataset
Level of theory: ωB97M-V with the def2-TZVPD basis set

XYZ file:
```
12
Properties=species:S:1:pos:R:3:lowdin_charge:R:1
O 0.045 -0.168 -1.615 -0.6082
C -0.919 0.186 -0.637 -0.2932
C -0.640 -0.452 0.695 0.1609
O 0.667 0.600 2.408 0.2965
C 1.745 0.779 1.924 -0.1618
O 2.288 0.589 0.877 -0.1271
Li -0.636 -0.661 -3.219 0.8783
Bi 1.863 -0.129 -1.015 2.2695
H -1.920 -0.158 -0.961 0.1746
H -0.974 1.281 -0.526 0.1672
H -0.050 -1.377 0.663 0.1015
H -1.468 -0.492 1.406 0.1417
```

<S²>: 0.769
E (Eh): -563.189043
2S+1: 2
Charge: +3
Energy relative to the best compared isomer or geometry (same formula, charge and spin) (kJ/mol): 109.2

---

Formula: C3H4Br2Cl2O
Source: the Open Molecules 2025 dataset
Level of theory: ωB97M-V with the def2-TZVPD basis set

XYZ file:
```
12
Properties=species:S:1:pos:R:3:lowdin_charge:R:1
C 1.189 0.598 -0.922 -0.6743
C -0.312 0.217 -0.963 -0.8227
C -0.569 -0.598 1.972 -1.2295
O -1.137 1.046 -0.222 -0.1254
Cl -0.620 -1.402 -0.318 0.6807
Cl 0.733 -1.497 2.514 0.5362
Br 2.071 -0.475 -2.191 0.7043
Br -2.159 -1.359 2.502 0.6226
H 1.179 1.665 -1.007 0.0699
H -0.677 0.379 -2.085 0.1534
H 1.696 0.615 0.052 0.0695
H -1.395 0.808 0.670 0.0153
```

E (Eh): -6260.218625
2S+1: 1
Charge: 0
Energy relative to the best compared isomer or geometry (same formula, charge and spin) (kJ/mol): 328.5

---

Formula: C3H4BrCl
Source: the Open Molecules 2025 dataset
Level of theory: ωB97M-V with the def2-TZVPD basis set

XYZ file:
```
9
Properties=species:S:1:pos:R:3:lowdin_charge:R:1
C -1.111 -0.628 -0.629 -0.0250
C 0.005 0.068 -0.470 -0.7624
Br 1.449 0.050 -1.876 0.6064
C 0.495 0.598 0.826 -0.6522
Cl 1.340 -0.735 1.646 0.5661
H -1.305 -0.932 -1.591 0.0252
H -1.803 -0.781 0.252 0.1085
H 1.238 1.446 0.484 0.1034
H -0.308 0.913 1.358 0.0300
```

E (Eh): -3150.867626
2S+1: 1
SMILES string: C=C(Br)CCl
Charge: 0
Energy relative to the best compared isomer or geometry (same formula, charge and spin) (kJ/mol): 69.4

---

Formula: C3H4BrCl
Source: the Open Molecules 2025 dataset
Level of theory: ωB97M-V with the def2-TZVPD basis set

XYZ file:
```
9
Properties=species:S:1:pos:R:3:lowdin_charge:R:1
C -0.208 0.102 -0.804 -0.1428
C -0.185 0.163 0.725 -0.1472
C -1.432 0.181 -0.023 -0.8375
Cl -2.497 2.597 0.004 -0.1345
Br -2.934 -0.863 0.037 0.8119
H 0.140 0.973 -1.335 0.1126
H -0.006 -0.832 -1.315 0.1134
H 0.045 -0.721 1.309 0.1134
H 0.168 1.080 1.168 0.1106
```

E (Eh): -3150.797613
2S+1: 1
Charge: 0
Energy relative to the best compared isomer or geometry (same formula, charge and spin) (kJ/mol): 253.2